Here is a 2-piece molecular cluster, C4H11N2 overall in a non-equilibrium geometry from the OMol25 dataset. Energies are from wB97M-V/def2-TZVPD.

Positions of all 17 atoms, in Å:
C 0.379 -0.709 1.038
C -1.294 -0.413 -1.548
C 0.218 1.662 -0.755
C 0.000 0.249 -1.127
N 1.398 -0.068 1.681
N -0.465 -1.434 1.708
H -1.540 -0.273 -2.594
H -2.140 -0.158 -0.949
H -0.999 -1.418 -1.458
H 1.002 1.735 0.005
H -0.552 2.265 -0.291
H 0.756 2.199 -1.522
H 0.969 -0.102 -1.577
H 1.920 0.565 1.045
H 1.802 -0.472 2.479
H -1.069 -2.022 1.199
H -0.385 -1.606 2.667

The calculation puts the energy relative to the best compared isomer or geometry (same formula, charge and spin) at 306.9 kJ/mol. For the total energy, the calculation gives -268.1880 Ha. Its net charge is +1. The frontier orbital gap comes out at 9.7 eV.

Here is C20H42NPReSi2 as an isolated structure in a non-equilibrium geometry from the OMol25 dataset. Energies are from wB97M-V/def2-TZVPD.

Positions of all 67 atoms, in Å:
C 0.685 2.383 -3.559
C -0.596 1.922 -3.233
C -0.815 1.002 -2.188
C 0.294 0.537 -1.427
C 1.600 0.958 -1.818
C 1.788 1.878 -2.864
C -2.226 0.483 -1.981
C -2.254 -1.024 -1.669
N -2.484 -1.852 -2.850
Re 0.203 -0.835 0.102
C 2.798 0.291 -1.165
P 2.237 -1.461 -0.892
H -1.460 2.274 -3.810
H 2.804 2.185 -3.140
H 0.823 3.105 -4.371
H 3.017 0.708 -0.163
H 3.712 0.367 -1.782
H -2.713 1.001 -1.141
H -2.816 0.701 -2.888
H -1.323 -1.316 -1.120
C 3.603 -2.303 0.019
C 2.298 -2.206 -2.578
H -3.102 -1.202 -0.977
C -1.318 -1.972 -3.714
C -3.031 -3.153 -2.496
H 0.389 -1.774 1.635
H -1.581 -2.560 -4.611
H -0.988 -0.975 -4.049
H -0.451 -2.474 -3.216
H -3.277 -3.717 -3.413
H -2.333 -3.780 -1.886
H -3.959 -3.015 -1.913
H 3.316 -2.165 -3.006
H 1.960 -3.255 -2.529
H 1.603 -1.640 -3.219
H 4.560 -2.219 -0.526
H 3.708 -1.839 1.014
H 3.357 -3.370 0.153
H -0.101 -2.262 1.163
C -1.926 2.171 3.503
Si -1.745 1.014 2.042
C -2.054 -0.727 2.681
C -3.387 1.317 1.208
C -0.018 1.113 1.088
Si 1.304 1.261 2.558
C 1.100 -0.014 3.931
C 3.132 1.100 2.237
C 1.336 2.952 3.379
H -2.936 2.051 3.938
H -1.812 3.222 3.168
H -1.213 1.916 4.306
H -3.007 -0.741 3.256
H -2.169 -1.405 1.815
H -1.253 -1.112 3.328
H -3.383 2.286 0.675
H -3.673 0.460 0.574
H -4.177 1.349 1.984
H 0.068 2.036 0.472
H 1.211 -1.045 3.544
H 1.896 0.144 4.686
H 0.138 0.102 4.460
H 3.485 1.901 1.560
H 3.677 1.213 3.199
H 3.364 0.094 1.867
H 1.614 3.713 2.624
H 0.397 3.260 3.854
H 2.106 2.941 4.172

The calculation puts the energy relative to the best compared isomer or geometry (same formula, charge and spin) at 144.0 kJ/mol. For the total energy, the calculation gives -1839.9187 Ha. Its expectation value of S² is 3.81. Its net charge is +2. The frontier orbital gap (alpha / beta) comes out at 5.5 / 5.6 eV. The multiplicity is 4.

Here is a 2-piece molecular cluster, C5H14NO overall in a non-equilibrium geometry from the OMol25 dataset. Energies are from wB97M-V/def2-TZVPD.

Positions of all 21 atoms, in Å:
C -0.618 0.583 1.308
C -0.190 1.327 0.057
C 1.018 0.691 -0.628
C 2.025 0.138 0.063
C 3.205 -0.408 -0.738
N -1.116 -0.818 0.962
H -1.507 1.029 1.761
H 0.105 0.475 2.122
H 0.105 2.301 0.412
H -0.951 1.505 -0.710
H 0.974 0.685 -1.705
H 1.952 -0.102 1.109
H 4.124 -0.439 -0.146
H 3.529 0.279 -1.516
H 3.016 -1.455 -0.967
H -0.408 -1.295 0.398
H -1.979 -0.844 0.361
H -1.448 -1.334 1.775
H -3.984 -1.271 -0.643
H -3.272 -0.481 -1.737
O -3.107 -0.971 -0.931

The calculation puts the energy relative to the best compared isomer or geometry (same formula, charge and spin) at 123.0 kJ/mol. For the total energy, the calculation gives -328.6394 Ha. Its net charge is +1. The frontier orbital gap comes out at 9.8 eV.

Please write out number 2 again, unchanged.
Here is C20H42NPReSi2 as an isolated structure in a non-equilibrium geometry from the OMol25 dataset. Energies are from wB97M-V/def2-TZVPD.

Positions of all 67 atoms, in Å:
C 0.685 2.383 -3.559
C -0.596 1.922 -3.233
C -0.815 1.002 -2.188
C 0.294 0.537 -1.427
C 1.600 0.958 -1.818
C 1.788 1.878 -2.864
C -2.226 0.483 -1.981
C -2.254 -1.024 -1.669
N -2.484 -1.852 -2.850
Re 0.203 -0.835 0.102
C 2.798 0.291 -1.165
P 2.237 -1.461 -0.892
H -1.460 2.274 -3.810
H 2.804 2.185 -3.140
H 0.823 3.105 -4.371
H 3.017 0.708 -0.163
H 3.712 0.367 -1.782
H -2.713 1.001 -1.141
H -2.816 0.701 -2.888
H -1.323 -1.316 -1.120
C 3.603 -2.303 0.019
C 2.298 -2.206 -2.578
H -3.102 -1.202 -0.977
C -1.318 -1.972 -3.714
C -3.031 -3.153 -2.496
H 0.389 -1.774 1.635
H -1.581 -2.560 -4.611
H -0.988 -0.975 -4.049
H -0.451 -2.474 -3.216
H -3.277 -3.717 -3.413
H -2.333 -3.780 -1.886
H -3.959 -3.015 -1.913
H 3.316 -2.165 -3.006
H 1.960 -3.255 -2.529
H 1.603 -1.640 -3.219
H 4.560 -2.219 -0.526
H 3.708 -1.839 1.014
H 3.357 -3.370 0.153
H -0.101 -2.262 1.163
C -1.926 2.171 3.503
Si -1.745 1.014 2.042
C -2.054 -0.727 2.681
C -3.387 1.317 1.208
C -0.018 1.113 1.088
Si 1.304 1.261 2.558
C 1.100 -0.014 3.931
C 3.132 1.100 2.237
C 1.336 2.952 3.379
H -2.936 2.051 3.938
H -1.812 3.222 3.168
H -1.213 1.916 4.306
H -3.007 -0.741 3.256
H -2.169 -1.405 1.815
H -1.253 -1.112 3.328
H -3.383 2.286 0.675
H -3.673 0.460 0.574
H -4.177 1.349 1.984
H 0.068 2.036 0.472
H 1.211 -1.045 3.544
H 1.896 0.144 4.686
H 0.138 0.102 4.460
H 3.485 1.901 1.560
H 3.677 1.213 3.199
H 3.364 0.094 1.867
H 1.614 3.713 2.624
H 0.397 3.260 3.854
H 2.106 2.941 4.172

The calculation puts the energy relative to the best compared isomer or geometry (same formula, charge and spin) at 144.0 kJ/mol. For the total energy, the calculation gives -1839.9187 Ha. Its expectation value of S² is 3.81. Its net charge is +2. The frontier orbital gap (alpha / beta) comes out at 5.5 / 5.6 eV. The multiplicity is 4.

Number 3 is which compound? C5H14NO